Entry from the OMol25 dataset: 3 unconnected molecules or ions with the total composition C16H44O9P3 at a distorted geometry (ωB97M-V/def2-TZVPD).

Computed properties:
- E_HOMO (eV) = -2.686
- calculated total energy (Eh) = -2337.29369
- net charge = -1

Each line ends with the Löwdin charge.
Cartesian coordinates (Å):
C -1.77 1.63 -0.55  -0.144
O -1.77 0.74 -1.63  -0.208
C -0.47 0.25 -2.00  -0.251
C 0.15 0.99 -3.19  -0.278
C 0.93 2.26 -2.83  -0.428
P 2.76 1.94 -2.27  0.154
H -0.87 2.26 -0.52  0.068
H -1.87 1.11 0.41  0.078
H -2.63 2.30 -0.66  0.080
H -0.62 -0.79 -2.31  0.097
H 0.22 0.25 -1.15  0.089
H -0.68 1.24 -3.87  0.093
H 0.82 0.28 -3.68  0.076
H 0.98 2.89 -3.72  0.044
H 0.44 2.79 -2.01  0.032
H 2.90 0.85 -3.29  -0.080
H 3.27 2.92 -3.29  -0.101
H 2.64 2.99 -1.26  -0.092
H 2.28 0.90 -1.29  -0.079
H 4.15 1.69 -1.84  -0.120
O -0.29 -5.14 -3.77  -0.207
P -0.96 -5.19 -2.48  0.391
O -1.71 -6.59 -2.22  -0.187
C -0.95 -7.81 -2.27  -0.268
C -0.07 -8.01 -1.05  -0.078
O -2.26 -4.26 -2.49  -0.202
C -2.53 -3.36 -3.57  -0.265
C -3.50 -3.96 -4.56  -0.072
O -0.32 -4.78 -1.10  -0.172
C -1.04 -4.21 0.01  -0.234
C -2.14 -5.09 0.56  -0.074
H -0.36 -7.82 -3.18  0.113
H -1.69 -8.61 -2.34  0.115
H 0.73 -7.27 -1.01  0.075
H 0.38 -9.00 -1.08  0.076
H -0.66 -7.91 -0.13  0.067
H -1.60 -3.06 -4.05  0.111
H -2.96 -2.46 -3.11  0.120
H -3.18 -4.97 -4.84  0.075
H -3.55 -3.35 -5.46  0.077
H -4.50 -4.04 -4.13  0.072
H -1.41 -3.23 -0.27  0.119
H -0.28 -4.06 0.77  0.121
H -2.97 -5.18 -0.14  0.073
H -2.52 -4.64 1.48  0.081
H -1.78 -6.09 0.78  0.065
O 2.13 4.16 1.39  -0.194
P 1.50 3.98 2.69  0.406
O 0.50 5.17 3.09  -0.189
C -0.60 5.45 2.20  -0.258
C -1.70 4.41 2.27  -0.073
O 2.59 4.25 3.86  -0.210
C 3.97 4.43 3.53  -0.274
C 4.33 5.90 3.47  -0.074
O 0.84 2.66 3.23  -0.172
C 0.81 2.25 4.60  -0.249
C 0.11 3.21 5.53  -0.076
H -0.22 5.54 1.18  0.117
H -0.98 6.42 2.51  0.114
H -1.36 3.44 1.89  0.062
H -2.56 4.73 1.68  0.080
H -2.02 4.25 3.31  0.066
H 4.21 3.92 2.59  0.113
H 4.54 3.93 4.32  0.114
H 3.60 6.44 2.86  0.078
H 5.32 6.03 3.03  0.076
H 4.32 6.34 4.46  0.070
H 1.83 2.04 4.94  0.115
H 0.28 1.30 4.59  0.119
H 0.67 4.14 5.65  0.072
H 0.01 2.74 6.51  0.078
H -0.88 3.47 5.17  0.066

=====

Entry from the OMol25 dataset: a molecular structure, C16H45AgN4O5 at a distorted geometry (ωB97M-V/def2-TZVPD).

Computed properties:
- E_HOMO (alpha / beta) (eV) = -11.943 / -11.931
- calculated total energy (Eh) = -1378.30117
- 2S+1 = 2
- net charge = +1

Each line ends with the Löwdin spin population.
Cartesian coordinates (Å):
Ag -0.57 24.85 20.26  0.026
O 0.52 26.43 19.28  0.230
H 0.80 27.06 18.59  0.000
C 3.28 28.78 20.16  0.055
C 3.08 27.86 21.29  0.059
C 3.52 28.55 22.63  0.009
O 4.88 28.97 22.64  0.000
C 5.28 29.57 23.85  0.000
N 1.64 27.58 21.34  0.549
H 3.11 28.29 19.20  0.000
H 4.31 29.12 20.08  0.011
H 2.70 29.70 20.07  0.000
H 3.68 26.96 21.15  0.006
H 3.49 27.78 23.40  0.001
H 2.77 29.26 22.99  0.000
H 6.30 29.95 23.93  0.000
H 5.15 28.79 24.61  0.000
H 4.65 30.40 24.15  0.000
H 1.32 27.34 20.41  0.020
H 1.06 28.36 21.60  0.016
C -3.10 24.33 16.28  0.000
C -2.16 24.05 17.45  0.000
C -0.68 23.89 17.05  0.000
O 0.17 23.48 18.13  0.001
C 1.54 23.34 17.80  0.000
N -2.20 25.14 18.43  0.005
H -2.64 25.14 15.73  0.000
H -4.14 24.57 16.48  0.000
H -3.05 23.52 15.55  0.000
H -2.40 23.07 17.86  0.000
H -0.42 24.91 16.76  0.000
H -0.63 23.20 16.21  0.000
H 2.08 22.97 18.67  0.000
H 2.03 24.25 17.47  0.000
H 1.64 22.57 17.03  0.000
H -3.16 25.30 18.71  0.000
H -2.09 26.06 18.03  0.000
C 2.94 27.66 15.94  0.000
C 1.56 28.34 16.31  0.000
C 1.25 29.42 15.22  0.000
O 2.26 30.54 15.23  0.000
C 1.91 31.65 15.99  0.000
N 0.50 27.37 16.37  0.000
H 3.61 28.48 15.69  0.000
H 2.96 27.02 15.06  0.000
H 3.44 27.11 16.73  0.000
H 1.53 28.79 17.30  0.000
H 0.23 29.79 15.34  0.000
H 1.21 28.85 14.30  0.000
H 1.00 32.10 15.60  0.000
H 2.70 32.40 15.89  0.000
H 1.90 31.44 17.06  0.000
H -0.32 27.92 16.54  0.000
H 0.58 26.94 17.28  0.000
C -0.87 30.41 19.37  0.000
C -1.24 29.47 20.56  0.003
C -2.39 29.98 21.41  0.001
O -2.06 31.33 21.69  0.000
C -3.11 32.35 21.67  0.000
N -1.54 28.19 19.94  0.010
H -1.75 30.86 18.92  0.000
H -0.33 29.92 18.56  0.000
H -0.45 31.34 19.75  0.000
H -0.33 29.44 21.17  0.001
H -2.46 29.45 22.36  0.000
H -3.32 30.01 20.83  0.000
H -3.76 32.33 20.80  0.000
H -2.64 33.33 21.55  0.000
H -3.72 32.39 22.57  0.000
H -1.86 27.61 20.70  0.000
H -0.66 27.78 19.67  -0.002

=====

Entry from the OMol25 dataset: a molecular structure, C16H45FHfN3O7 at a distorted geometry (ωB97M-V/def2-TZVPD).

Computed properties:
- E_HOMO (alpha / beta) (eV) = -12.547 / -12.547
- calculated total energy (Eh) = -1474.82413
- 2S+1 = 2
- net charge = +2

Each line ends with the Löwdin spin population.
Cartesian coordinates (Å):
Hf -1.34 -2.53 1.38  0.847
F -1.12 -1.09 -0.42  0.012
C -0.78 1.87 -3.34  0.000
C -0.15 0.77 -4.16  0.000
C 0.97 1.33 -5.10  0.000
O 0.55 2.18 -6.09  0.000
C 1.59 2.55 -7.01  0.000
N 0.36 -0.25 -3.25  0.000
H -1.45 1.50 -2.56  0.000
H -1.37 2.56 -3.95  0.000
H -0.02 2.40 -2.76  0.000
H -0.93 0.35 -4.81  0.000
H 1.38 0.41 -5.53  0.000
H 1.69 1.85 -4.46  0.000
H 1.75 1.71 -7.69  0.000
H 2.55 2.71 -6.53  0.000
H 1.35 3.45 -7.57  0.000
H -0.22 -0.34 -2.43  0.000
H 1.20 0.14 -2.86  0.000
C 1.30 3.30 -0.22  0.000
C 1.01 1.82 -0.03  0.000
C 2.21 0.91 -0.33  0.000
O 2.59 0.99 -1.70  0.000
C 3.57 0.08 -2.21  0.000
N 0.66 1.64 1.35  0.001
H 1.76 3.45 -1.20  0.000
H 2.02 3.72 0.48  0.000
H 0.37 3.86 -0.24  0.000
H 0.16 1.46 -0.62  0.000
H 1.90 -0.11 -0.09  0.000
H 3.07 1.07 0.33  0.000
H 3.77 0.31 -3.26  0.000
H 3.31 -0.97 -2.06  0.000
H 4.50 0.09 -1.64  0.000
H 1.30 2.16 1.93  0.000
H -0.21 2.10 1.59  0.000
C -1.05 0.09 4.36  0.001
C -2.31 0.31 3.53  0.002
C -2.68 1.82 3.38  0.000
O -1.74 2.52 2.50  0.000
C -1.83 3.95 2.47  0.000
N -2.08 -0.38 2.30  0.031
H -1.35 0.40 5.36  0.000
H -0.28 0.81 4.09  0.000
H -0.79 -0.96 4.43  0.000
H -3.14 -0.22 4.01  0.001
H -2.77 2.33 4.34  0.000
H -3.67 1.77 2.94  0.000
H -0.84 4.36 2.25  0.000
H -2.16 4.45 3.37  0.000
H -2.51 4.26 1.67  0.000
H -1.38 0.28 1.98  0.003
H -2.78 0.01 1.68  0.005
C 1.68 -1.31 2.59  0.001
C 1.35 -2.49 3.52  0.001
O 0.33 -3.33 2.97  0.020
O 0.56 -0.95 1.87  0.023
H 2.39 -1.62 1.83  0.000
H 2.13 -0.52 3.20  0.000
H 1.06 -2.12 4.51  0.000
H 2.28 -3.06 3.58  0.000
H 0.50 -4.17 3.40  0.001
H 0.73 -0.02 1.68  0.000
C -2.29 -5.33 -0.40  0.003
C -1.67 -5.91 0.83  0.002
O -1.55 -4.95 1.90  0.025
O -1.73 -3.99 -0.61  0.014
H -3.36 -5.28 -0.20  0.001
H -2.17 -5.94 -1.29  0.000
H -0.65 -6.26 0.64  0.000
H -2.21 -6.77 1.22  0.000
H -1.67 -5.47 2.69  0.002
H -1.71 -3.80 -1.55  0.000